# C2H4NP

An isolated molecule of C2H4NP at a distorted geometry (ωB97M-V with the def2-TZVPD basis set, the OMol25 dataset).

Computed properties:
- structure (SMILES) = C=P1=CN1
- E (eV) = -12913.9799
- energy above the lowest of the compared OMol25 structures with the same formula, charge and spin (kJ/mol) = 246.0
- lowest unoccupied orbital energy (eV) = 1.14
- Kohn-Sham gap (eV) = 9.32
- molar mass (g mol⁻¹) = 73.03

XYZ file:
```
8
C2H4NP | the OMol25 dataset | ωB97M-V with the def2-TZVPD basis set
C 0.5382 1.0341 -0.1151
H 1.1208 0.7008 -0.9591
P -1.2382 0.6007 0.0090
H -0.2933 -1.2253 -1.2906
N -0.8805 -1.0664 -0.4723
C -0.2547 -0.6883 0.7169
H 0.9208 1.8186 0.5137
H 0.0870 -1.1741 1.5975
```

Need the Mulliken charges? In units of e they are: number 1, C, carries -0.63; number 2, H, carries 0.26; number 3, P, carries 0.05; number 4, H, carries 0.25; number 5, N, carries -0.45; number 6, C, carries -0.15; number 7, H, carries 0.31; number 8, H, carries 0.36